(1)
ORCA calculation (ωB97M-V/def2-TZVPD) on a 12-piece molecular cluster, C51H56Br2F24N2O38S2 overall at a distorted geometry.

HOMO   -9.21 eV
Charge   0
LUMO   -0.09 eV
Maximum force   3.9 eV/Å

Last column: Löwdin charge in e.
Cartesian coordinates (Å):
C1 -1.588 0.556 4.632  -0.13
C2 -1.869 1.975 4.157  -0.67
Br1 -1.616 3.255 5.659  0.82
C3 -1.253 2.333 2.754  -0.60
Br2 -0.818 4.238 2.535  0.80
C4 -0.193 1.398 2.114  -0.25
C5 0.165 1.842 0.671  -0.25
C6 -1.081 2.069 -0.204  -0.13
C7 -2.041 0.876 -0.256  -0.07
C8 -2.970 0.933 -1.437  -0.46
F1 -2.189 1.085 -2.536  0.12
F2 -3.737 2.026 -1.423  0.16
C9 -3.778 -0.339 -1.733  -0.39
F3 -4.422 -0.213 -2.884  0.17
F4 -2.886 -1.311 -1.917  0.17
C10 -4.737 -0.886 -0.616  -0.39
F5 -5.370 -1.916 -1.182  0.15
F6 -3.962 -1.409 0.322  0.17
C11 -5.726 0.144 -0.036  -0.49
F7 -6.206 0.818 -1.048  0.17
F8 -5.076 0.931 0.770  0.18
S1 -7.212 -0.581 0.898  0.75
F9 -7.785 -1.170 -0.443  -0.12
F10 -6.439 -1.896 1.244  -0.10
F11 -6.744 0.064 2.256  -0.12
F12 -8.012 0.758 0.613  -0.12
F13 -8.471 -1.149 1.636  -0.10
C12 1.005 0.704 0.062  -0.29
C13 0.915 0.536 -1.445  -0.07
C14 1.868 -0.511 -2.012  -0.38
O1 3.149 0.013 -2.206  0.00
C15 1.825 -1.823 -1.215  -0.17
N1 0.401 -2.254 -1.111  0.03
O2 2.414 0.747 0.396  -0.15
S2 2.662 1.311 1.847  0.66
O3 3.772 0.616 2.412  -0.24
O4 2.865 2.722 1.832  -0.24
C16 1.132 1.068 2.886  -0.41
C17 1.440 1.897 4.089  -0.06
N2 1.114 -0.401 3.137  0.15
C18 1.709 -0.801 4.140  -0.27
O5 2.353 -1.221 5.060  0.17
H1 -2.484 0.206 5.137  0.07
H2 -1.394 -0.147 3.828  0.07
H3 -0.786 0.478 5.357  0.07
H4 -2.940 2.036 4.043  0.07
H5 -2.101 2.236 2.090  0.06
H6 -0.705 0.456 1.951  0.12
H7 0.665 2.804 0.670  0.12
H8 -1.617 2.886 0.275  0.08
H9 -0.822 2.455 -1.179  0.13
H10 -2.568 0.774 0.688  0.12
H11 -1.462 -0.039 -0.371  0.12
H12 0.620 -0.220 0.502  0.12
H13 -0.067 0.266 -1.792  0.10
H14 1.220 1.482 -1.895  0.15
H15 1.460 -0.753 -3.003  0.14
H16 3.764 -0.685 -2.447  0.07
H17 2.206 -1.709 -0.205  0.12
H18 2.331 -2.629 -1.739  0.10
H19 0.077 -2.224 -0.158  0.06
H20 0.260 -3.162 -1.519  0.06
H21 2.502 1.788 4.310  0.10
H22 0.909 1.600 4.987  0.08
H23 1.288 2.945 3.931  0.05
O6 4.753 -3.103 -2.654  0.17
C19 3.978 -3.339 -3.524  -0.56
O7 3.219 -4.459 -3.570  0.08
C20 2.304 -4.320 -4.662  -0.04
C21 3.014 -3.319 -5.535  -0.30
F14 2.128 -2.537 -6.195  0.08
O8 3.723 -2.530 -4.587  0.15
H24 1.352 -3.934 -4.292  0.15
H25 2.135 -5.273 -5.155  0.12
H26 3.718 -3.753 -6.242  0.16
O9 0.969 4.692 5.651  0.06
C22 1.710 5.561 5.982  -0.53
O10 2.067 6.602 5.196  0.09
C23 2.857 7.497 5.993  -0.05
C24 3.373 6.582 7.070  -0.31
F15 3.528 7.232 8.252  0.07
O11 2.320 5.636 7.198  0.14
H27 2.215 8.285 6.392  0.15
H28 3.648 7.948 5.410  0.10
H29 4.298 6.066 6.818  0.17
O12 5.589 7.945 5.768  0.16
C25 5.836 8.992 5.263  -0.53
O13 6.907 9.232 4.475  0.09
C26 6.773 10.559 3.952  -0.04
C27 5.867 11.206 4.970  -0.31
F16 5.063 12.139 4.409  0.08
O14 5.075 10.113 5.409  0.14
H30 6.314 10.517 2.964  0.15
H31 7.741 11.047 3.874  0.14
H32 6.384 11.644 5.825  0.18
O15 -2.367 -3.095 -7.937  0.17
C28 -3.294 -2.982 -7.207  -0.54
O16 -3.562 -1.877 -6.467  0.07
C29 -4.830 -2.077 -5.831  -0.04
C30 -4.940 -3.579 -5.817  -0.31
F17 -6.227 -3.982 -5.919  0.08
O17 -4.234 -3.950 -6.990  0.14
H33 -5.615 -1.612 -6.429  0.15
H34 -4.839 -1.642 -4.835  0.12
H35 -4.480 -4.059 -4.950  0.18
O18 1.653 1.060 -5.604  0.19
C31 0.867 0.828 -6.456  -0.54
O19 0.105 -0.295 -6.522  0.06
C32 -0.808 -0.138 -7.610  -0.06
C33 -0.100 0.877 -8.472  -0.31
F18 -0.976 1.676 -9.132  0.07
O20 0.604 1.651 -7.520  0.13
H36 -1.762 0.236 -7.235  0.14
H37 -0.975 -1.085 -8.118  0.12
H38 0.606 0.450 -9.186  0.17
O21 -1.828 2.198 8.638  0.14
C34 -2.623 2.995 8.993  -0.57
O22 -3.679 2.739 9.816  0.06
C35 -4.315 3.987 10.104  -0.06
C36 -3.890 4.837 8.931  -0.32
F19 -3.760 6.142 9.281  0.07
O23 -2.617 4.312 8.619  0.09
H39 -3.939 4.380 11.049  0.14
H40 -5.394 3.867 10.171  0.14
H41 -4.539 4.761 8.056  0.18
O24 -9.682 -4.419 -5.870  0.19
C37 -9.493 -4.347 -4.705  -0.54
O25 -8.754 -3.378 -4.100  0.06
C38 -8.880 -3.557 -2.686  -0.06
C39 -9.254 -5.015 -2.585  -0.32
F20 -10.064 -5.253 -1.524  0.08
O26 -9.979 -5.229 -3.780  0.13
H42 -9.667 -2.905 -2.304  0.15
H43 -7.947 -3.322 -2.178  0.13
H44 -8.404 -5.699 -2.548  0.17
O27 2.378 -7.172 -6.739  0.18
C40 2.120 -6.473 -7.659  -0.54
O28 1.300 -6.807 -8.681  0.09
C41 1.135 -5.650 -9.507  -0.04
C42 2.374 -4.853 -9.182  -0.30
F21 2.146 -3.520 -9.255  0.08
O29 2.621 -5.208 -7.829  0.10
H45 0.224 -5.124 -9.220  0.15
H46 1.072 -5.926 -10.556  0.14
H47 3.247 -5.104 -9.786  0.18
O30 9.502 -1.437 -2.391  0.16
C43 8.616 -1.388 -1.600  -0.55
O31 8.779 -1.501 -0.259  0.07
C44 7.506 -1.251 0.353  -0.04
C45 6.553 -1.580 -0.769  -0.33
F22 5.439 -0.824 -0.738  0.09
O32 7.307 -1.224 -1.921  0.14
H48 7.442 -0.205 0.653  0.15
H49 7.362 -1.880 1.228  0.14
H50 6.273 -2.631 -0.831  0.15
O33 10.591 -7.725 -2.279  0.18
C46 10.092 -6.764 -2.758  -0.55
O34 10.736 -5.593 -2.991  0.08
C47 9.834 -4.735 -3.700  -0.05
C48 8.492 -5.306 -3.318  -0.31
F23 7.583 -5.169 -4.317  0.07
O35 8.782 -6.681 -3.144  0.13
H51 10.024 -4.815 -4.771  0.15
H52 9.953 -3.698 -3.396  0.12
H53 8.074 -4.903 -2.394  0.17
O36 -4.667 0.943 6.703  0.17
C49 -5.064 0.146 7.485  -0.54
O37 -4.486 -0.117 8.680  0.07
C50 -5.331 -1.029 9.383  -0.05
C51 -6.097 -1.679 8.257  -0.32
F24 -7.354 -2.022 8.635  0.07
O38 -6.168 -0.642 7.297  0.13
H54 -5.987 -0.475 10.056  0.15
H55 -4.744 -1.738 9.963  0.14
H56 -5.604 -2.548 7.818  0.17

=====

(2)
ORCA calculation (ωB97M-V/def2-TZVPD) on C51H56CrGe2N3O2S4 as an isolated structure at a distorted geometry.

HOMO (spin up / spin down)   -7.91 / -8.07 eV
Charge   0
LUMO (spin up / spin down)   -0.51 / -0.18 eV
Spin multiplicity   4
Expectation value of S²   3.830
Maximum force   1.2 eV/Å
Energy above the lowest of the compared OMol25 structures with the same formula, charge and spin   0.0 kcal/mol

Last column: Löwdin charge in e.
Cartesian coordinates (Å):
Cr1 15.306 18.730 11.918  0.15
C1 16.748 23.718 10.973  -0.03
O1 17.202 22.380 11.193  0.04
C2 16.332 21.395 11.295  -0.55
O2 16.698 20.233 11.308  -0.01
N1 15.011 21.705 11.273  0.06
N2 14.171 20.597 11.481  -0.03
H1 17.638 24.304 10.843  0.10
H2 16.232 24.095 11.852  0.10
H3 16.137 23.779 10.076  0.10
H4 14.695 22.615 11.587  0.15
H5 13.501 20.502 10.700  0.11
H6 13.669 20.702 12.376  0.09
C3 12.859 12.376 17.174  -0.05
C4 12.266 13.000 15.942  -0.27
C5 12.019 14.365 15.864  -0.02
C6 11.438 14.937 14.743  -0.24
C7 11.205 16.422 14.712  -0.03
C8 11.101 14.120 13.664  -0.19
C9 11.305 12.740 13.725  -0.20
C10 10.965 11.865 12.536  -0.02
C11 11.893 12.204 14.860  -0.02
C12 10.475 14.700 12.450  -0.21
C13 9.078 14.632 12.369  -0.03
C14 8.394 15.182 11.305  -0.05
C15 9.113 15.795 10.296  -0.03
C16 10.503 15.899 10.350  -0.21
C17 11.210 15.317 11.423  -0.18
Ge1 13.194 15.573 11.597  0.11
S1 13.269 17.774 11.949  0.31
S2 14.598 14.937 9.984  0.30
Ge2 16.019 14.935 11.687  0.10
S3 16.773 17.034 11.926  0.33
S4 14.391 14.574 13.161  0.35
C18 17.545 13.644 11.731  -0.18
C19 18.901 14.048 11.715  -0.22
C20 19.908 13.111 11.940  -0.03
C21 19.634 11.778 12.142  -0.05
C22 18.332 11.360 12.081  -0.03
C23 17.291 12.262 11.870  -0.22
C24 15.958 11.618 11.692  -0.16
C25 15.249 11.154 12.794  -0.21
C26 15.627 11.481 14.220  -0.04
C27 14.133 10.346 12.568  -0.02
C28 13.737 9.979 11.293  -0.27
C29 12.553 9.073 11.100  -0.06
C30 14.461 10.475 10.208  0.00
C31 15.568 11.282 10.392  -0.21
C32 16.326 11.771 9.179  -0.04
C33 19.377 15.412 11.395  -0.22
C34 19.837 16.267 12.398  -0.26
C35 19.680 15.914 13.856  -0.03
C36 20.345 17.510 12.039  -0.02
C37 20.424 17.913 10.716  -0.27
C38 21.034 19.231 10.324  -0.05
C39 19.942 17.051 9.739  -0.01
C40 19.442 15.799 10.057  -0.22
C41 18.925 14.885 8.961  -0.02
C42 11.207 16.701 9.310  -0.16
C43 11.929 16.061 8.303  -0.24
C44 11.847 14.572 8.140  -0.06
C45 12.754 16.837 7.481  -0.01
C46 12.800 18.217 7.606  -0.26
C47 13.752 19.033 6.763  -0.05
C48 11.946 18.837 8.523  -0.03
C49 11.150 18.103 9.394  -0.24
C50 10.318 18.787 10.448  -0.05
H7 13.257 13.133 17.859  0.08
H8 13.677 11.692 16.937  0.07
H9 12.119 11.796 17.711  0.08
H10 12.301 14.987 16.714  0.12
H11 11.147 16.851 15.698  0.08
H12 10.277 16.702 14.198  0.09
H13 12.014 16.939 14.189  0.03
H14 10.050 12.147 12.040  0.07
H15 10.870 10.820 12.840  0.08
H16 11.753 11.912 11.777  0.08
H17 12.084 11.131 14.918  0.12
H18 8.551 14.165 13.192  0.13
H19 7.322 15.157 11.261  0.10
H20 8.595 16.239 9.466  0.12
H21 20.936 13.459 11.904  0.13
H22 20.442 11.079 12.312  0.11
H23 18.067 10.313 12.173  0.13
H24 16.516 12.099 14.272  0.07
H25 15.820 10.589 14.825  0.09
H26 14.829 12.046 14.717  0.05
H27 13.576 9.978 13.423  0.11
H28 12.095 8.812 12.062  0.07
H29 12.819 8.152 10.603  0.07
H30 11.780 9.553 10.488  0.08
H31 14.157 10.217 9.195  0.12
H32 15.905 11.379 8.254  0.08
H33 17.381 11.481 9.218  0.09
H34 16.300 12.856 9.082  0.03
H35 19.131 14.980 13.992  0.07
H36 19.107 16.687 14.374  0.08
H37 20.645 15.807 14.357  0.08
H38 20.710 18.195 12.804  0.12
H39 21.483 19.736 11.193  0.08
H40 20.289 19.928 9.903  0.08
H41 21.819 19.100 9.577  0.08
H42 19.992 17.313 8.675  0.12
H43 19.226 15.239 7.969  0.08
H44 17.830 14.853 8.952  0.06
H45 19.251 13.846 9.094  0.09
H46 11.787 14.033 9.085  0.06
H47 12.721 14.189 7.615  0.07
H48 10.979 14.273 7.532  0.09
H49 13.402 16.352 6.763  0.12
H50 14.116 18.484 5.899  0.07
H51 14.642 19.340 7.327  0.08
H52 13.293 19.940 6.375  0.07
H53 11.976 19.923 8.613  0.11
H54 10.497 19.868 10.475  0.08
H55 10.516 18.406 11.442  0.05
H56 9.243 18.648 10.271  0.08
N3 15.154 20.557 14.577  -0.01
C51 15.288 19.706 13.790  -0.32